A cluster of 2 separate species, C8H22FN3S in total. Source: OMol25; level of theory: ωB97M-V/def2-TZVPD.

Its largest force on an atom is 0.102 Eh/bohr. Its electronic energy is -26655.9155 eV. As for the gap between HOMO and LUMO (spin up / spin down): 0.32964 / 0.32969 hartree. The spin multiplicity is 1. The calculation puts the HOMO energy (spin up / spin down) at -14.9928 / -14.9941 eV. As for the net charge: +2. The energy relative to the best compared isomer or geometry (same formula, charge and spin) is 282.6 kJ/mol.

Geometry as XYZ:
```
35
Properties=species:S:1:pos:R:3:forces:R:3
C -0.3178 -2.0544 -1.2999 -3.0 -0.6 1.2
C 4.2669 -3.1807 -0.9305 0.0 -0.9 -0.9
C -3.3735 2.0618 2.2311 -0.9 2.1 0.0
C -0.1994 1.2329 0.3024 -1.3 1.2 0.7
C 2.5589 -1.6192 -0.2309 -4.2 -0.5 -3.1
C -2.1338 2.6391 -0.5847 -0.1 0.9 -1.8
C -1.7198 1.6502 0.4443 -0.3 -3.1 -0.4
C 0.2008 -1.1651 -0.2536 0.7 1.7 1.8
N 0.0627 0.1696 -0.5817 0.1 -0.6 -1.6
N 2.8291 -2.9915 -0.8553 -3.8 -0.5 0.4
N -1.9088 2.2624 1.8452 -2.8 -2.4 -3.1
F -0.3241 -1.3250 1.0743 1.3 -0.3 -2.5
S -1.3709 4.2561 -0.2132 -0.7 0.8 0.1
H -0.4153 -3.0580 -0.9727 0.6 -1.2 0.5
H 0.3130 -2.0257 -2.1335 0.5 0.3 -1.6
H -1.4565 -1.8701 -1.4722 2.1 0.4 -0.2
H 4.4447 -4.1950 -1.1255 0.5 -1.6 -0.2
H 4.6902 -2.6438 -1.7423 0.2 0.8 -0.6
H 4.7109 -2.9106 -0.0249 0.6 0.5 1.4
H -3.5210 1.0116 2.2318 -0.3 -0.9 -0.4
H -3.3702 2.3256 3.2648 -0.5 0.6 0.7
H -4.2393 2.6278 1.6743 2.3 -0.9 0.8
H 0.2613 2.1823 -0.0320 0.5 -0.9 0.4
H 0.0845 0.9260 1.2971 0.7 0.2 0.2
H 2.8080 -1.6441 0.7343 0.9 -0.5 3.8
H 3.0563 -0.7843 -0.6879 0.1 0.0 -0.9
H -1.8458 2.4770 -1.6730 -0.3 -0.7 1.5
H -3.2317 2.6721 -0.5918 0.3 0.7 -0.1
H -2.4543 0.7144 0.3510 1.8 1.8 0.5
H 0.0772 0.3865 -1.5874 0.0 -0.3 0.9
H 2.3270 -3.1095 -1.8421 1.5 0.4 2.6
H 2.3061 -3.7700 -0.1827 1.9 2.5 -2.2
H -1.5138 3.1810 1.7027 0.3 1.2 0.8
H -1.4817 1.6013 2.4438 1.4 0.0 1.2
H -0.1197 3.9694 -0.5795 0.0 0.0 -0.2
```
Positions in Å, forces in eV/Å.


A cluster of 2 separate species, C8H23B2NO5PS2 in total. Source: OMol25; level of theory: ωB97M-V/def2-TZVPD.

Its largest force on an atom is 0.058 Eh/bohr. Its electronic energy is -52709.9349 eV. As for the gap between HOMO and LUMO: 0.24739 hartree. The spin multiplicity is 1. The calculation puts the HOMO energy at -3.9542 eV. As for the net charge: -1.

Geometry as XYZ:
```
42
Properties=species:S:1:pos:R:3:forces:R:3
C -2.6958 2.0942 1.5933 0.2 1.0 -0.5
C -1.7519 1.6183 0.4005 0.0 0.1 0.6
B -2.5184 0.9294 -0.8532 -0.4 0.1 0.2
O -3.6291 1.5069 -1.5756 0.4 -0.4 1.4
B -1.9328 -0.5727 -1.3826 0.1 1.0 -0.4
P -3.3993 -1.8136 -1.2760 0.3 -0.5 1.0
S -3.4741 -2.4806 0.5984 -0.3 -0.1 0.4
N -1.3764 -0.3472 -2.8043 2.4 -0.1 -1.1
C -0.9311 -1.6833 -3.3838 0.7 0.6 -0.4
C -0.1357 0.4278 -2.7876 1.3 0.1 0.8
C 0.2780 1.3104 -4.0602 -0.2 -1.0 0.2
O 0.6838 0.4364 -1.8464 -2.2 0.2 -2.0
H -3.2703 3.0070 1.2108 0.6 -1.1 0.7
H -2.0742 2.4231 2.4883 -0.9 -0.4 -1.0
H -3.4551 1.3289 1.9267 1.0 0.6 -0.4
H -1.1452 2.4956 -0.0167 -0.8 -0.8 0.6
H -0.9776 0.8799 0.7908 -1.1 0.8 -0.5
H -4.3497 1.7666 -0.9754 0.5 0.4 -0.3
H -1.1070 -0.9637 -0.6024 0.0 -0.6 0.0
H -4.6849 -1.2325 -1.5258 0.5 -0.4 -0.7
H -3.2280 -3.0007 -2.0808 -0.6 0.8 -0.2
H 0.0673 -1.5064 -3.9130 -1.2 -0.7 0.5
H -1.6558 -2.0837 -4.1521 0.6 0.3 1.0
H -0.7673 -2.3729 -2.5015 -0.1 0.4 -1.2
H -0.4177 2.1951 -4.1168 0.6 -1.0 -0.2
H 1.3489 1.6578 -3.9667 -1.3 -0.4 0.2
H 0.2345 0.6400 -4.9789 -0.3 1.1 1.0
O 1.2612 -1.3075 2.0674 0.8 -0.1 0.1
S 2.4523 -0.5974 1.6924 -0.4 0.7 -0.5
O 3.5535 -1.2604 1.0421 -0.4 -0.1 0.4
O 3.0189 0.1904 2.9916 -0.1 0.1 -0.3
C 3.2865 -0.5608 4.1732 0.2 -0.5 0.5
C 4.5528 -1.3882 4.0435 0.1 -0.2 -0.2
C 2.0084 0.8189 0.7354 0.2 0.0 0.2
H 2.4281 -1.1890 4.4298 0.0 0.1 -0.2
H 3.4122 0.1605 4.9844 -0.1 0.2 -0.3
H 4.4381 -2.1693 3.2900 0.0 0.1 0.1
H 4.7982 -1.8711 4.9923 -0.1 0.1 0.0
H 5.3918 -0.7612 3.7343 0.0 0.0 0.1
H 1.2046 1.3510 1.2397 0.0 -0.1 0.0
H 1.6713 0.4703 -0.2458 0.0 -0.1 0.4
H 2.8868 1.4536 0.6208 0.0 -0.1 0.1
```
Positions in Å, forces in eV/Å.


A structure of composition C8H23BN3OPSm. Source: OMol25; level of theory: ωB97M-V/def2-TZVPD.

Its expectation value of S² is 12.0170. Its largest force on an atom is 0.114 Eh/bohr. Its electronic energy is -43036.1745 eV. As for the gap between HOMO and LUMO (spin up / spin down): 0.21117 / 0.28239 hartree. The spin multiplicity is 7. The calculation puts the HOMO energy (spin up / spin down) at -13.8188 / -15.3458 eV. As for the net charge: +2.

Geometry as XYZ:
```
38
Properties=species:S:1:pos:R:3:forces:R:3
Sm -0.7390 0.3834 0.7777 -0.8 4.2 0.3
H 0.8264 2.5582 1.5211 -0.3 1.4 1.0
H 1.3145 -0.5011 -0.6591 0.7 0.5 0.5
P -0.5004 1.6944 -1.9084 0.2 1.2 -0.4
C -1.6878 3.0785 -1.9935 -0.3 0.1 0.5
H -1.4419 3.5811 -2.9367 -0.3 0.1 0.3
H -2.7259 2.7205 -2.0301 0.3 0.2 0.1
H -1.5423 3.7772 -1.1597 -0.2 -0.1 -0.2
C 1.0034 2.6586 -2.2672 0.2 0.2 0.4
H 1.6610 2.1064 -2.9412 0.1 0.0 0.2
H 0.6826 3.5638 -2.7807 0.2 0.1 -0.1
H 1.5049 2.9412 -1.3404 0.2 0.1 -0.3
C -0.7602 1.1312 -3.5807 -0.2 -0.7 -0.5
H -1.6835 0.5683 -3.6630 0.0 -0.3 -0.2
H -0.8301 2.0115 -4.2220 0.1 -0.1 0.0
H 0.0948 0.5427 -3.8947 -0.1 -0.3 -0.2
C -0.5361 -0.9746 -1.0216 -2.8 -2.7 -4.4
O -0.7633 -1.6942 -1.9430 2.0 0.9 1.7
H 2.5636 -0.9776 0.3651 -0.1 -0.8 0.2
H 2.9753 -0.0338 -0.8900 -0.7 -0.5 -0.2
H 2.8274 2.0232 0.0899 -0.4 -0.4 0.5
H 2.6128 0.7596 1.8522 -0.2 0.4 -0.4
B 2.4583 1.0474 0.6944 0.0 0.3 0.4
N 2.2365 -0.1962 -0.1782 0.9 0.0 -1.1
H 0.6675 3.1822 2.0116 0.2 -1.3 -1.0
H -1.8753 -0.4373 -0.8083 0.6 0.2 0.9
C -1.9412 -3.9669 3.1292 -1.4 -0.5 0.1
N -0.9277 -3.0397 2.7396 1.4 0.2 0.3
C 0.3992 -3.0883 3.2078 -1.7 -0.2 -0.7
C 1.0110 -2.0539 2.5809 1.2 0.8 -0.2
N 0.1048 -1.3601 1.7875 1.2 -2.2 1.4
C -1.0578 -2.0090 1.9084 0.8 -0.7 0.8
H -1.6558 -4.9963 2.9343 0.2 0.0 -0.1
H -2.1772 -3.8705 4.1875 0.1 0.1 0.0
H -2.8372 -3.7341 2.5496 0.0 -0.2 0.2
H 0.6361 -3.9093 3.8844 0.4 0.6 -0.2
H 2.0671 -1.7077 2.6216 -1.1 -0.5 0.2
H -1.9646 -1.7788 1.3759 -0.4 -0.2 -0.1
```
Positions in Å, forces in eV/Å.